{
  "formula": "C5H9N3",
  "method": "ωB97M-V with the def2-TZVPD basis set",
  "symbols": ["C", "C", "C", "C", "C", "N", "N", "N", "H", "H", "H", "H", "H", "H", "H", "H", "H"],
  "positions_angstrom": [[-1.051, -1.854, -0.003], [-0.205, 1.910, 0.602], [-0.201, -0.626, 0.107], [-0.874, 0.719, -0.021], [1.853, -0.314, -0.070], [0.969, -0.789, 0.776], [-1.981, 0.891, -0.620], [3.115, -0.341, -0.135], [-2.371, 0.042, -1.026], [3.527, 0.302, -0.803], [1.120, -0.042, -1.046], [-0.435, -2.750, 0.000], [-1.706, -1.895, 0.873], [-1.657, -1.867, -0.907], [-0.004, 1.721, 1.657], [-0.852, 2.776, 0.495], [0.752, 2.118, 0.122]],
  "forces_ev_per_a": [[-0.0622, 0.0260, 0.2566], [0.1001, -0.0940, 0.1245], [0.2545, -1.4673, 2.6784], [0.4705, 0.4124, -1.2737], [-0.3262, 2.1540, -3.2907], [-2.1272, -1.3623, -0.0519], [-0.1757, -0.1150, 0.3217], [0.2107, -0.0746, 1.0451], [0.1817, -0.0674, -0.0466], [-0.3810, -0.3296, -0.3170], [2.0715, 0.7192, 0.5662], [0.1149, 0.1585, 0.0468], [-0.1833, -0.0104, -0.0969], [-0.1454, 0.1536, 0.0260], [0.0457, 0.0154, 0.0001], [-0.0329, -0.0626, -0.0166], [-0.0155, -0.0558, 0.0281]],
  "relative_energy_ev": 3.963,
  "smiles": "[H]\\N=C(C)/C(C)=N\\C=N\\[H]",
  "charge": 0,
  "homo_ha": [-0.3274, -0.3275],
  "e_tot_ev": -9797.5042,
  "lumo_ev": [-1.5, -1.5],
  "max_force_ev_per_a": 3.95
}